Entry from the OMol25 dataset: C2H8InO2 as an isolated structure (ωB97M-V/def2-TZVPD).

Values from the calculation:
DFT total energy: -419.20627 Eh
multiplicity: 2
LUMO level (alpha / beta): -25.37 / -25.37 eV
relative energy (zero: lowest compared OMol25 entry of this formula, charge and spin): 0.0 kcal per mole
total charge: +4

Each line ends with the Löwdin charge.
Positions of all 13 atoms, in Å:
In1 -11.14 15.73 18.80  1.771
C1 -12.60 11.82 19.22  0.153
O1 -11.89 12.85 18.56  0.091
H1 -11.90 11.30 19.88  0.214
H2 -13.54 12.15 19.66  0.163
H3 -12.78 11.07 18.45  0.219
H4 -11.16 12.56 18.01  0.164
C2 -9.48 16.53 22.40  0.204
O2 -10.64 16.64 21.58  0.164
H5 -8.55 16.86 21.94  0.179
H6 -9.65 17.16 23.27  0.243
H7 -9.33 15.50 22.75  0.248
H8 -11.39 16.67 22.19  0.187